# 1
{"formula": "C42H37N2O6SSr", "method": "wB97M-V/def2-TZVPD", "gap_ev": 7.159, "e_lumo_ha": 0.067, "charge": -1, "total_energy_ev": -71093.7846, "relative_energy_kj_mol": 127.39, "largest_force_ev_per_a": 3.11, "symbols": ["Sr", "O", "C", "C", "C", "C", "C", "C", "C", "C", "C", "O", "C", "C", "C", "C", "C", "C", "C", "C", "C", "C", "C", "C", "N", "C", "C", "C", "C", "C", "C", "C", "C", "C", "C", "C", "C", "H", "H", "H", "H", "H", "H", "H", "H", "H", "H", "H", "H", "H", "H", "H", "H", "H", "H", "H", "H", "H", "H", "H", "H", "H", "H", "H", "C", "S", "C", "H", "H", "H", "H", "H", "H", "O", "C", "O", "C", "C", "C", "C", "C", "C", "N", "O", "O", "H", "H", "H", "H"], "xyz": [[1.113, -0.020, -0.169], [0.191, -1.928, -0.072], [0.809, -2.805, 0.777], [0.488, -2.454, 2.277], [0.997, -1.125, 2.826], [1.854, -1.077, 3.919], [2.260, 0.156, 4.402], [1.775, 1.312, 3.813], [0.903, 1.205, 2.736], [0.258, 2.446, 2.125], [0.675, 2.858, 0.670], [0.253, 1.928, -0.240], [2.214, 3.127, 0.547], [2.811, 2.955, -0.704], [4.158, 3.230, -0.906], [4.947, 3.681, 0.147], [4.366, 3.866, 1.394], [3.014, 3.605, 1.583], [0.068, 4.260, 0.337], [-0.368, 5.197, 1.269], [-0.837, 6.450, 0.871], [-0.878, 6.792, -0.471], [-0.473, 5.851, -1.416], [-0.018, 4.606, -1.013], [0.534, 0.002, 2.263], [0.297, -4.266, 0.567], [-0.822, -4.471, -0.230], [-1.306, -5.759, -0.462], [-0.673, -6.858, 0.105], [0.443, -6.659, 0.913], [0.921, -5.374, 1.138], [2.335, -2.919, 0.461], [3.378, -2.889, 1.382], [4.698, -3.100, 0.986], [5.000, -3.344, -0.345], [3.971, -3.372, -1.281], [2.661, -3.167, -0.878], [0.821, -3.265, 2.930], [-0.604, -2.420, 2.300], [2.191, -1.995, 4.385], [2.946, 0.217, 5.239], [2.054, 2.284, 4.198], [0.423, 3.270, 2.819], [-0.815, 2.258, 2.050], [2.194, 2.605, -1.521], [4.594, 3.081, -1.888], [6.003, 3.877, -0.002], [4.968, 4.215, 2.227], [2.579, 3.804, 2.558], [-0.360, 4.974, 2.328], [-1.174, 7.157, 1.622], [-1.222, 7.773, -0.778], [-0.519, 6.089, -2.474], [0.268, 3.861, -1.746], [-1.288, -3.593, -0.663], [-2.179, -5.901, -1.089], [-1.038, -7.861, -0.084], [0.945, -7.508, 1.363], [1.806, -5.235, 1.753], [3.174, -2.709, 2.430], [5.490, -3.072, 1.726], [6.029, -3.494, -0.653], [4.191, -3.558, -2.326], [1.850, -3.219, -1.595], [0.328, 1.336, -3.901], [-0.804, 0.175, -3.117], [-0.091, -1.360, -3.741], [1.356, 1.116, -3.605], [0.059, 2.329, -3.544], [0.234, 1.300, -4.986], [-0.248, -1.461, -4.815], [-0.587, -2.178, -3.217], [0.976, -1.396, -3.512], [2.996, 0.207, 0.987], [3.718, 0.129, -0.049], [3.286, -0.032, -1.222], [5.217, 0.243, 0.144], [6.079, 0.100, -0.926], [7.455, 0.195, -0.743], [7.974, 0.443, 0.517], [7.088, 0.590, 1.574], [5.722, 0.489, 1.412], [7.634, 0.876, 2.922], [8.843, 0.969, 3.039], [6.853, 1.005, 3.841], [5.657, -0.089, -1.907], [8.127, 0.073, -1.585], [9.036, 0.523, 0.693], [5.042, 0.600, 2.245]], "forces_ev_per_angstrom": [[-0.82, -0.10, -2.29], [-1.02, -2.91, 0.43], [0.05, -0.39, -0.07], [0.26, 0.24, -0.17], [-0.27, -0.02, -0.20], [0.07, 0.04, 0.07], [-0.05, 0.02, -0.06], [0.04, -0.11, 0.07], [-0.30, -0.05, -0.13], [0.29, -0.23, -0.14], [0.09, 0.39, -0.14], [-0.85, 2.75, 0.27], [-0.03, 0.00, -0.09], [0.00, 0.19, 0.14], [-0.09, 0.06, 0.10], [-0.06, -0.05, -0.05], [-0.03, 0.01, 0.00], [-0.14, 0.07, 0.08], [-0.17, -0.11, 0.12], [0.01, 0.11, -0.05], [0.02, -0.09, -0.01], [0.03, -0.08, -0.01], [0.00, -0.01, 0.08], [-0.06, -0.02, -0.05], [-0.18, 0.18, 0.87], [-0.18, 0.15, 0.08], [-0.01, -0.09, -0.01], [0.08, 0.10, 0.06], [0.02, 0.10, 0.00], [-0.02, 0.08, 0.00], [-0.04, -0.05, 0.04], [-0.03, -0.08, -0.14], [-0.09, -0.13, 0.07], [-0.08, 0.00, -0.01], [-0.05, 0.07, 0.00], [-0.04, -0.01, 0.09], [0.02, 0.00, 0.10], [0.01, 0.06, 0.06], [0.00, -0.05, 0.05], [0.01, 0.03, -0.03], [-0.03, -0.01, 0.01], [0.02, -0.01, -0.03], [0.00, -0.07, 0.06], [0.00, 0.05, 0.06], [0.06, -0.06, 0.02], [-0.01, -0.02, 0.03], [-0.04, -0.01, 0.00], [-0.04, -0.01, -0.05], [0.04, -0.07, -0.08], [0.04, 0.01, -0.02], [0.03, -0.03, -0.03], [-0.01, -0.06, 0.00], [0.01, 0.00, 0.05], [-0.01, 0.05, 0.07], [0.02, -0.04, 0.01], [0.04, 0.00, 0.02], [-0.01, 0.03, 0.02], [-0.01, 0.04, -0.03], [-0.04, 0.00, -0.05], [0.01, 0.03, -0.07], [-0.03, 0.03, -0.02], [-0.04, -0.01, 0.01], [-0.01, 0.01, 0.02], [0.02, 0.07, -0.02], [-0.02, 0.01, 0.09], [0.11, -0.11, 0.13], [-0.04, 0.02, 0.08], [-0.02, 0.05, -0.03], [0.04, -0.03, -0.01], [0.03, 0.02, -0.02], [0.03, -0.03, -0.02], [0.05, 0.03, -0.02], [-0.04, -0.04, -0.01], [2.44, 0.12, 0.44], [0.37, -0.03, 0.06], [0.80, 0.06, 0.17], [-0.19, -0.04, 0.14], [0.15, -0.05, -0.27], [0.00, 0.01, -0.02], [0.04, 0.02, 0.04], [0.07, 0.04, 0.11], [-0.09, 0.01, 0.16], [-0.06, -0.05, -0.20], [0.05, -0.01, -0.05], [-0.09, -0.01, 0.00], [0.00, 0.01, 0.11], [-0.03, 0.01, 0.04], [0.00, 0.01, -0.01], [0.00, 0.01, -0.03]]}

***

# 2
{"formula": "C30H67GeN6O3SSeV", "method": "wB97M-V/def2-TZVPD", "gap_ev": [7.352, 7.876], "e_lumo_ha": [-0.345, -0.327], "multiplicity": 2, "charge": 3, "total_energy_ev": -205645.8389, "relative_energy_kj_mol": 18.77, "s2": 0.78, "largest_force_ev_per_a": 1.28, "symbols": ["V", "C", "C", "C", "C", "O", "Ge", "O", "C", "C", "C", "C", "O", "C", "C", "C", "C", "H", "H", "H", "H", "H", "H", "H", "H", "H", "H", "H", "H", "H", "H", "H", "H", "H", "H", "H", "H", "H", "H", "H", "H", "H", "H", "H", "C", "N", "C", "C", "N", "C", "C", "Se", "H", "H", "H", "H", "H", "H", "H", "H", "C", "C", "C", "C", "N", "C", "S", "N", "C", "C", "C", "C", "H", "H", "H", "H", "H", "H", "H", "H", "H", "H", "H", "H", "H", "H", "H", "H", "H", "H", "H", "H", "C", "C", "C", "C", "N", "N", "H", "H", "H", "H", "H", "H", "H", "H", "H", "H", "H", "H"], "xyz": [[0.920, -0.429, 0.782], [3.379, 3.393, 1.735], [2.201, 2.678, 2.378], [0.896, 3.369, 2.056], [2.378, 2.537, 3.881], [2.180, 1.302, 1.752], [3.380, 0.095, 2.397], [0.573, -1.039, 2.300], [0.175, -1.626, 3.596], [-0.351, -3.013, 3.298], [-0.907, -0.705, 4.137], [1.397, -1.644, 4.495], [2.885, -0.901, 0.841], [3.635, -2.132, 0.463], [5.054, -2.024, 0.997], [3.642, -2.155, -1.055], [2.912, -3.330, 1.046], [3.438, 4.420, 2.096], [3.267, 3.426, 0.650], [4.326, 2.904, 1.982], [0.956, 4.394, 2.422], [0.051, 2.887, 2.548], [0.718, 3.406, 0.982], [2.317, 3.523, 4.341], [3.356, 2.136, 4.162], [1.586, 1.923, 4.315], [-1.169, -2.960, 2.579], [-0.731, -3.458, 4.217], [0.447, -3.649, 2.914], [-1.721, -0.602, 3.419], [-0.506, 0.284, 4.359], [-1.316, -1.120, 5.059], [2.217, -2.208, 4.048], [1.146, -2.129, 5.438], [1.721, -0.629, 4.737], [5.531, -1.094, 0.677], [5.648, -2.845, 0.596], [5.100, -2.108, 2.085], [4.150, -1.272, -1.450], [2.621, -2.197, -1.434], [4.179, -3.032, -1.417], [2.880, -3.272, 2.134], [3.439, -4.247, 0.780], [1.891, -3.389, 0.665], [0.899, -2.414, -3.744], [0.765, -3.496, -2.771], [1.076, -4.806, -3.049], [0.762, -5.529, -1.952], [0.266, -4.652, -1.017], [-0.246, -5.077, 0.283], [0.284, -3.405, -1.517], [-0.472, -1.842, -0.731], [0.657, -2.802, -4.730], [1.917, -2.027, -3.749], [0.198, -1.624, -3.490], [1.470, -5.110, -4.004], [0.831, -6.586, -1.763], [-0.880, -5.949, 0.140], [-0.832, -4.270, 0.710], [0.580, -5.335, 0.943], [-5.079, 0.062, 2.784], [-6.157, 0.434, 1.768], [-5.619, 0.988, 0.448], [-4.704, 0.013, -0.304], [-3.301, 0.159, 0.136], [-2.256, 0.751, -0.407], [-0.925, 1.108, 0.713], [-2.111, 1.191, -1.637], [-3.062, 1.276, -2.759], [-4.044, 2.437, -2.650], [-3.386, 3.820, -2.573], [-3.038, 4.283, -1.160], [-5.525, -0.217, 3.738], [-4.400, 0.900, 2.970], [-4.494, -0.809, 2.462], [-6.821, 1.179, 2.207], [-6.778, -0.442, 1.563], [-5.063, 1.914, 0.633], [-6.453, 1.256, -0.203], [-4.763, 0.131, -1.378], [-4.989, -1.017, -0.082], [-3.165, -0.052, 1.114], [-1.210, 1.637, -1.780], [-3.566, 0.318, -2.878], [-2.439, 1.408, -3.645], [-4.703, 2.292, -1.790], [-4.683, 2.377, -3.533], [-4.069, 4.547, -3.013], [-2.495, 3.836, -3.210], [-3.933, 4.321, -0.537], [-2.613, 5.287, -1.178], [-2.314, 3.632, -0.664], [2.568, 1.028, -3.844], [1.575, 1.913, -3.091], [0.477, 2.394, -4.035], [2.281, 3.111, -2.464], [0.850, 1.161, -2.024], [1.703, 0.663, -0.986], [3.052, 1.592, -4.640], [2.059, 0.180, -4.308], [3.368, 0.656, -3.195], [0.894, 3.029, -4.816], [-0.269, 2.977, -3.490], [-0.016, 1.551, -4.530], [2.696, 3.741, -3.250], [3.122, 2.818, -1.830], [1.582, 3.717, -1.884], [0.442, 0.323, -2.435], [2.126, 1.462, -0.515], [2.478, 0.126, -1.379]], "forces_ev_per_angstrom": [[-0.64, 1.11, 0.07], [-0.03, -0.02, 0.02], [-0.01, 0.01, -0.05], [0.07, 0.07, -0.01], [-0.02, 0.05, 0.02], [-0.14, -0.49, 0.00], [0.26, 0.06, -0.18], [0.30, -0.47, -0.14], [-0.32, 0.32, 0.24], [0.06, -0.01, -0.07], [-0.01, -0.01, 0.00], [-0.01, 0.05, -0.05], [0.22, -0.18, 0.20], [-0.01, 0.07, -0.08], [0.01, -0.06, 0.01], [0.03, -0.01, 0.03], [0.02, 0.01, 0.00], [0.00, -0.01, 0.02], [0.01, 0.01, -0.01], [0.01, 0.00, -0.01], [-0.03, 0.00, 0.01], [0.01, 0.00, 0.00], [0.00, 0.00, 0.01], [-0.02, 0.00, 0.00], [-0.01, -0.03, -0.01], [0.01, -0.01, -0.01], [0.00, -0.02, 0.00], [0.01, 0.01, 0.01], [-0.03, -0.04, -0.04], [0.00, -0.01, 0.00], [-0.01, 0.01, -0.03], [0.04, -0.02, 0.01], [0.04, -0.03, 0.00], [-0.03, 0.00, -0.01], [0.03, -0.01, -0.02], [0.01, 0.01, 0.01], [0.01, 0.01, 0.00], [0.00, 0.03, 0.00], [0.02, -0.03, -0.02], [-0.03, 0.03, -0.05], [-0.01, -0.01, 0.01], [0.00, -0.01, 0.04], [-0.01, 0.00, -0.02], [0.02, 0.03, 0.02], [0.01, -0.01, 0.03], [-0.03, 0.03, 0.01], [-0.01, 0.00, -0.01], [0.02, -0.02, 0.00], [0.02, 0.01, -0.03], [-0.04, -0.01, 0.02], [0.02, 0.01, 0.01], [0.00, -0.16, -0.03], [0.00, 0.00, 0.00], [0.01, -0.04, 0.04], [-0.02, -0.02, -0.03], [0.00, 0.00, 0.00], [0.00, 0.00, 0.00], [0.00, 0.01, 0.00], [0.00, 0.01, 0.02], [0.00, 0.00, 0.00], [0.01, 0.00, -0.05], [0.01, 0.00, -0.01], [0.05, 0.00, 0.05], [-0.01, -0.06, 0.07], [-0.06, -0.04, -0.01], [0.00, 0.03, -0.03], [0.20, -0.37, 0.04], [-0.08, 0.05, -0.02], [0.00, -0.05, 0.04], [-0.04, -0.01, 0.00], [0.00, 0.01, 0.00], [0.01, -0.01, -0.01], [0.00, 0.02, 0.01], [0.00, -0.01, 0.01], [-0.01, 0.00, -0.01], [0.01, 0.01, 0.00], [-0.01, 0.01, -0.01], [-0.02, 0.02, -0.03], [-0.03, -0.06, 0.00], [0.00, 0.06, 0.04], [0.00, 0.00, -0.04], [-0.01, 0.02, 0.03], [0.06, -0.02, 0.00], [0.02, 0.00, -0.01], [-0.01, 0.02, 0.00], [0.02, 0.05, -0.02], [0.02, 0.00, -0.01], [0.00, 0.00, 0.01], [-0.01, 0.00, -0.01], [0.00, -0.01, 0.00], [-0.01, 0.01, 0.00], [0.01, 0.00, 0.00], [0.01, 0.01, 0.04], [-0.03, 0.07, -0.03], [0.02, -0.05, 0.00], [-0.05, 0.02, -0.01], [0.20, -0.09, -0.01], [-0.03, -0.09, 0.09], [0.01, 0.00, 0.01], [0.02, 0.04, -0.01], [0.01, 0.00, -0.04], [0.01, -0.02, -0.01], [0.02, 0.03, -0.02], [-0.02, 0.00, 0.02], [0.00, 0.00, 0.01], [0.01, 0.00, 0.00], [0.01, -0.02, 0.01], [-0.07, 0.07, -0.01], [-0.09, 0.08, -0.02], [0.03, 0.04, 0.02]]}